1.
Molecular formula: C7H15N3O2
Method: DFT, ωB97M-V/def2-TZVPD

XYZ file:
```
27
Properties=species:S:1:pos:R:3:nbo_charge:R:1
C -1.0629 -2.6832 0.0260 -0.129
N -1.5496 -1.5289 0.2405 -0.150
O -1.7149 -0.8969 -0.9554 -0.385
C -2.6396 0.1005 -1.0129 0.292
N -3.5255 0.5621 -0.2188 -0.287
N -3.7650 -0.0096 0.9959 -0.664
H -1.0067 -3.4405 0.8559 0.213
H -0.7534 -2.8088 -1.0131 0.192
H -2.5036 0.5225 -1.9928 0.178
H -2.9844 -0.5662 1.3738 0.377
H -4.1733 0.6795 1.6016 0.367
O 3.1644 -1.9162 -0.0002 -0.711
C 2.9982 -0.5013 0.1086 -0.056
C 1.5297 -0.1852 -0.1119 -0.438
C 1.2528 1.2298 -0.5471 -0.227
C 1.2539 2.3818 0.4825 -0.437
C 0.0093 1.9131 -0.2089 -0.417
H 2.3208 -2.2823 0.3796 0.454
H 3.7069 -0.0790 -0.6065 0.174
H 3.3132 -0.0802 1.0854 0.153
H 1.2188 -0.8209 -0.9822 0.211
H 1.0952 -0.4661 0.8841 0.204
H 1.7478 1.4114 -1.5332 0.216
H 1.4277 2.2148 1.5337 0.212
H 1.8112 3.2674 0.1291 0.215
H -0.4492 2.6122 -0.9230 0.222
H -0.7216 1.3698 0.4095 0.218
```

Values from the calculation:
SMILES	C=NO/C=N\N.OCCC1CC1
charge	0
highest occupied orbital energy	-8.43	eV

2.
Molecular formula: C6H12O
Method: DFT, ωB97M-V/def2-TZVPD

XYZ file:
```
19
Properties=species:S:1:pos:R:3:nbo_charge:R:1
C -1.1641 -1.0881 -0.7458 -0.710
C -0.3066 0.1465 -0.6302 0.335
C -0.2640 0.9796 0.4676 -0.149
C -0.7760 0.6504 1.7425 -0.196
C -0.2806 1.1425 2.9172 -0.094
C 0.2521 0.6083 -1.9376 -0.707
H -2.1676 -0.8896 -1.1216 0.290
H -0.7276 -1.7247 -1.5200 0.251
H -1.1575 -1.6319 0.1973 0.240
H 0.1492 1.9807 0.4052 0.243
H -1.3857 -0.2496 1.8069 0.238
H 0.6333 1.7273 2.9528 0.218
H -0.7221 0.9451 3.8849 0.229
H 1.0038 -0.1225 -2.2615 0.262
H -0.4631 0.6875 -2.7528 0.281
H 0.9552 1.4390 -1.8380 0.255
H 1.6946 -1.4405 -1.1295 0.444
H 2.2455 -1.8681 0.1678 0.473
O 2.4811 -1.2918 -0.6051 -0.903
```

Values from the calculation:
spin multiplicity	2
<S²>	0.783
charge	+1
highest occupied orbital energy (alpha / beta)	-14.46 / -15.19	eV

3.
Molecular formula: C52H57AsBNO3PPdTe
Method: DFT, ωB97M-V/def2-TZVPD

XYZ file:
```
118
Properties=species:S:1:pos:R:3:mulliken_charge:R:1
Pd 0.4773 -1.4287 -0.7979 0.321
C -0.5627 0.6732 6.9589 -1.941
C 0.9261 0.3394 6.8566 1.653
C 1.7276 1.6143 7.1542 -1.638
C 1.2535 -0.7276 7.9101 -1.705
C 1.3027 -0.1808 5.4683 0.238
C 2.6293 -0.5483 5.2100 0.166
C 3.0550 -1.0227 3.9724 -2.118
C 2.0985 -1.1134 2.9874 0.993
O 2.2262 -1.5076 1.6646 -0.293
B 0.9400 -1.3453 1.1087 1.258
O 0.0538 -0.9022 2.0728 0.061
C 0.7879 -0.7536 3.2226 -0.099
C 0.3571 -0.2913 4.4462 -0.523
H -0.7840 1.0355 7.9636 0.463
H -1.1867 -0.2041 6.7776 0.383
H -0.8517 1.4564 6.2542 0.356
H 1.4733 1.9958 8.1448 0.453
H 1.5029 2.3927 6.4215 0.312
H 2.8020 1.4292 7.1321 0.347
H 0.9728 -0.3712 8.9030 0.460
H 2.3177 -0.9640 7.9297 0.331
H 0.7060 -1.6503 7.7106 0.374
H 3.3621 -0.4672 6.0019 0.471
H 4.0839 -1.3082 3.7992 0.547
H -0.6813 -0.0265 4.5782 0.449
C -3.2027 0.5473 3.1434 -0.605
C -2.3443 1.4125 2.4815 -1.426
C -2.0478 1.2041 1.1431 0.965
C -2.6314 0.1560 0.4379 0.773
C -3.4613 -0.7286 1.1172 -0.691
C -3.7454 -0.5324 2.4614 -1.216
As -2.0957 -0.1334 -1.4136 2.081
C -3.3465 -1.4830 -2.0273 0.179
C -2.8473 -2.5645 -2.7419 -0.842
C -3.7041 -3.5311 -3.2525 -0.489
C -5.0706 -3.4201 -3.0451 -0.611
C -5.5789 -2.3375 -2.3376 -0.836
C -4.7213 -1.3692 -1.8374 -0.335
C -2.9179 1.4039 -2.3370 0.697
C -3.5786 1.2175 -3.5498 -0.833
C -4.0734 2.2984 -4.2670 -0.741
C -3.9082 3.5900 -3.7901 -0.736
C -3.2448 3.7905 -2.5880 -0.648
C -2.7537 2.7078 -1.8718 -0.485
H -3.4399 0.7060 4.1884 0.435
H -1.8906 2.2429 3.0102 0.420
H -1.3227 1.8493 0.6638 -0.456
H -3.8748 -1.5868 0.6071 0.383
H -4.3958 -1.2278 2.9769 0.431
H -1.7763 -2.6629 -2.8830 0.413
H -3.3048 -4.3728 -3.8044 0.415
H -5.7411 -4.1748 -3.4351 0.399
H -6.6456 -2.2453 -2.1795 0.406
H -5.1254 -0.5176 -1.3029 0.480
H -3.7249 0.2175 -3.9400 0.383
H -4.5980 2.1261 -5.1986 0.468
H -4.3029 4.4320 -4.3438 0.412
H -3.1213 4.7935 -2.1975 0.463
H -2.2563 2.8932 -0.9297 0.300
C 0.0423 -4.2155 1.4084 -1.572
C -0.8882 -3.9252 0.2328 1.433
C -2.3157 -4.3325 0.6001 -1.671
C -0.4254 -4.7134 -0.9940 -1.528
O -0.9610 -2.5440 -0.0557 -0.082
H 0.0177 -5.2732 1.6766 0.643
H -0.2578 -3.6330 2.2824 0.224
H 1.0760 -3.9614 1.1540 0.117
H -2.3816 -5.4031 0.8042 0.483
H -2.9924 -4.0903 -0.2222 0.206
H -2.6366 -3.7849 1.4876 0.305
H -0.3242 -5.7784 -0.7744 0.483
H 0.5463 -4.3382 -1.3311 0.063
H -1.1393 -4.5972 -1.8106 0.182
N 2.0678 -0.3770 -1.7878 -0.619
P 1.8595 1.2029 -2.0947 2.322
C 3.4164 1.9789 -2.5690 0.430
C 3.8212 1.9477 -3.9041 -0.855
C 5.0652 2.4411 -4.2623 -0.746
C 5.9141 2.9567 -3.2906 -0.615
C 5.5141 2.9964 -1.9616 -0.681
C 4.2629 2.5179 -1.5996 -0.357
C 1.2572 2.1382 -0.6769 1.360
C 0.4434 3.2601 -0.8227 -0.761
C 0.1077 4.0209 0.2875 -0.556
C 0.5780 3.6703 1.5457 -0.993
C 1.3825 2.5498 1.7006 -1.368
C 1.7203 1.7894 0.5921 -0.032
C 0.7729 1.3446 -3.5100 0.533
C 0.2512 0.1950 -4.0990 -0.472
C -0.5708 0.2996 -5.2090 -0.463
C -0.8771 1.5480 -5.7304 -0.593
C -0.3450 2.6955 -5.1592 -1.036
C 0.4870 2.5965 -4.0567 -0.858
H 3.1599 1.5444 -4.6614 0.457
H 5.3737 2.4247 -5.2991 0.437
H 6.8851 3.3417 -3.5727 0.413
H 6.1683 3.4162 -1.2093 0.461
H 3.9425 2.5796 -0.5664 0.365
H 0.0456 3.5351 -1.7898 0.109
H -0.5320 4.8857 0.1687 0.439
H 0.3105 4.2671 2.4080 0.422
H 1.7408 2.2586 2.6800 0.592
H 2.3518 0.9198 0.7290 0.500
H 0.4975 -0.7768 -3.6945 0.376
H -0.9785 -0.5949 -5.6614 0.438
H -1.5315 1.6286 -6.5881 0.438
H -0.5740 3.6672 -5.5750 0.420
H 0.9308 3.4948 -3.6439 0.630
C 3.2757 -3.1673 -1.5172 -0.776
Te 3.6695 -1.1750 -0.9899 0.624
C 5.0607 -0.9696 -2.5740 -0.980
H 2.7779 -3.1492 -2.4850 0.293
H 2.6319 -3.5996 -0.7571 -0.107
H 4.2295 -3.6908 -1.5751 0.610
H 5.8364 -1.7176 -2.4100 0.481
H 5.4957 0.0257 -2.5593 0.214
H 4.5483 -1.1545 -3.5158 0.344
```

Values from the calculation:
charge	+1
highest occupied orbital energy	-9.65	eV

4.
Molecular formula: C26H35BNO
Method: DFT, ωB97M-V/def2-TZVPD

XYZ file:
```
64
Properties=species:S:1:pos:R:3:nbo_charge:R:1
C -3.3368 4.8812 4.0027 -0.631
C -2.6379 3.9873 3.0455 -0.010
C -1.2879 4.2537 2.7858 -0.225
C -0.5807 3.4045 1.9421 -0.151
C -1.2337 2.3366 1.2949 -0.053
C -0.3713 1.4003 0.4754 -0.434
C -1.0193 0.1446 -0.1248 -0.054
C -1.8041 -0.7253 0.6395 -0.162
C -2.3094 -1.9209 0.1156 -0.268
C -1.9970 -2.2674 -1.2029 0.300
O -2.3037 -3.5453 -1.6927 -0.513
C -3.5472 -3.7257 -2.3041 0.284
C -3.5247 -4.4123 -3.5284 -0.261
C -4.6955 -4.4782 -4.2766 -0.187
C -5.8689 -3.8969 -3.7940 -0.232
C -5.8652 -3.2356 -2.5668 -0.202
C -4.6997 -3.1154 -1.8061 -0.244
C -1.2882 -1.3760 -2.0224 -0.254
C -0.8083 -0.1793 -1.4786 -0.208
C -2.5876 2.1013 1.5469 -0.209
C -3.2911 2.9084 2.4307 -0.206
H -4.3437 4.5360 4.2293 0.220
H -2.7755 4.9542 4.9371 0.221
H -3.3945 5.8879 3.5788 0.224
H -0.8225 5.1355 3.2329 0.216
H 0.4703 3.6217 1.7352 0.189
H 0.0875 1.9915 -0.3303 0.211
H -2.0984 -0.4958 1.6707 0.221
H -2.9483 -2.6035 0.6830 0.235
H -2.5948 -4.8745 -3.8437 0.228
H -4.6707 -4.9972 -5.2343 0.221
H -6.7841 -3.9567 -4.4010 0.224
H -6.7907 -2.8124 -2.1839 0.219
H -4.6941 -2.5830 -0.8515 0.217
H -1.1066 -1.6086 -3.0771 0.234
H -0.3026 0.5556 -2.1185 0.207
H -3.1122 1.3193 0.9982 0.220
H -4.3559 2.7055 2.6146 0.220
C 6.3088 1.2190 -0.0912 -0.630
C 5.6344 0.0372 0.5814 -0.221
N 4.1695 0.0539 0.1955 -0.508
C 4.0773 -0.2092 -1.3218 -0.205
C 2.6622 -0.2023 -1.8464 -0.657
C 3.4529 -1.0891 0.8758 -0.211
C 3.5421 -1.1445 2.3870 -0.649
B 3.7156 1.4505 0.5487 0.661
H 0.3768 1.0806 1.1803 0.203
H 7.2857 1.3973 0.3716 0.263
H 6.4796 1.0345 -1.1550 0.233
H 5.7049 2.1440 -0.0215 0.221
H 6.0631 -0.9151 0.2774 0.235
H 5.6912 0.1165 1.6693 0.237
H 4.6810 0.5453 -1.8255 0.226
H 4.5664 -1.1772 -1.4597 0.220
H 2.7157 -0.2845 -2.9418 0.258
H 2.0897 -1.0748 -1.5096 0.235
H 2.0776 0.6964 -1.6203 0.233
H 2.4249 -1.0600 0.5118 0.236
H 3.9534 -1.9592 0.4404 0.219
H 2.8307 -1.9172 2.7127 0.259
H 4.5286 -1.5039 2.7032 0.224
H 3.2999 -0.2188 2.9188 0.233
H 3.5010 1.5721 1.7153 -0.059
H 3.4621 2.0933 -0.4174 -0.059
```

Values from the calculation:
charge	+1
highest occupied orbital energy	-10.42	eV

Short version: relative energy (zero: lowest compared OMol25 entry of this formula, charge and spin) = 4.614 0.677 0.652 0.000 eV, in the order given.